# C27H35BrMnN2O3S

C27H35BrMnN2O3S as an isolated structure at a distorted geometry (ωB97M-V/def2-TZVPD, the OMol25 dataset).

Cartesian coordinates (Å):
Mn (1.2722, 1.1523, -0.9356)
C (1.2699, -1.0127, 5.6449)
C (0.7274, 0.3916, 5.3022)
C (-0.7768, 0.4531, 5.6449)
C (1.4485, 1.3984, 6.2272)
C (0.9292, 0.6734, 3.8042)
C (1.6935, 1.7408, 3.3320)
C (1.8230, 1.9215, 1.9667)
N (1.2524, 1.1247, 1.0435)
C (0.4979, 0.0710, 1.4590)
C (0.3321, -0.1605, 2.8332)
C (-0.1219, -0.7946, 0.3945)
C (-0.9218, -1.9120, 0.6794)
C (-1.4872, -2.7016, -0.3460)
C (-1.2124, -2.3178, -1.6589)
C (-0.4176, -1.2077, -1.8814)
N (0.1199, -0.4570, -0.9015)
C (-2.3592, -3.9196, 0.0008)
C (-1.5352, -4.9309, 0.8267)
C (-2.8977, -4.6718, -1.2374)
C (-3.5821, -3.4654, 0.8266)
H (1.1709, -1.2240, 6.7161)
H (2.3314, -1.0999, 5.3844)
H (0.7345, -1.8059, 5.1117)
H (-0.9450, 0.2914, 6.7161)
H (-1.3554, -0.3091, 5.1117)
H (-1.2010, 1.4301, 5.3844)
H (1.2764, 1.1580, 7.2832)
H (1.0896, 2.4218, 6.0672)
H (2.5330, 1.3881, 6.0672)
H (2.1945, 2.4404, 3.9904)
H (2.4103, 2.7417, 1.5637)
H (-0.2664, -0.9964, 3.1737)
H (-1.1199, -2.1887, 1.7076)
H (-1.5958, -2.8533, -2.5193)
H (-0.1831, -0.8802, -2.8902)
H (-0.6406, -5.2511, 0.2795)
H (-2.1242, -5.8266, 1.0563)
H (-1.2032, -4.5127, 1.7832)
H (-2.0829, -5.0586, -1.8605)
H (-3.5264, -4.0251, -1.8606)
H (-3.5125, -5.5305, -0.9417)
H (-3.2933, -3.0162, 1.7831)
H (-4.2403, -4.3116, 1.0562)
H (-4.1735, -2.7217, 0.2793)
Br (4.3220, 1.1149, -6.4005)
C (2.4182, 1.1396, -6.3600)
C (1.8121, 1.1228, -7.6324)
C (0.4258, 1.1268, -7.7733)
C (-0.3723, 1.1463, -6.6405)
C (0.2230, 1.1648, -5.3773)
C (1.6290, 1.1644, -5.1972)
C (2.1505, 1.1923, -3.7664)
O (3.3995, 1.2607, -3.5579)
O (1.2722, 1.1523, -2.8425)
H (2.4280, 1.1053, -8.5279)
H (-0.0233, 1.1135, -8.7610)
H (-1.4546, 1.1478, -6.7247)
H (-0.4194, 1.1808, -4.4957)
C (-1.2141, 4.5038, -0.8802)
S (-0.1050, 3.0756, -0.9356)
C (1.4200, 4.0360, -1.0939)
O (-0.1052, 2.4511, 0.4282)
H (-0.9455, 5.1526, -0.0431)
H (-2.2373, 4.1448, -0.7466)
H (-1.1447, 5.0559, -1.8203)
H (1.3976, 4.6045, -2.0265)
H (2.2661, 3.3451, -1.1120)
H (1.5240, 4.7140, -0.2434)
H (3.0009, 1.1523, -0.9356)

Values from the calculation:
E_HOMO (spin up / spin down): -10.722 / -10.721 eV
E: -5508.01458 a.u.
2S+1: 5
molecular weight: 602.50 g/mol
<S²>: 6.207
E_LUMO (spin up / spin down): -0.136 / -0.137 hartree
net charge: +1

Atom charges from the Mulliken analysis, given in e for atoms 1 to 4: -0.20, -1.56, 1.71, -1.55

---

# C18H27MgN2O4P2S2

C18H27MgN2O4P2S2 as an isolated structure at a distorted geometry (ωB97M-V/def2-TZVPD, the OMol25 dataset).

Cartesian coordinates (Å):
Mg (-0.4778, 0.9534, -0.2895)
P (1.0956, 1.5298, 1.9666)
C (2.0649, 2.7606, 1.0855)
C (2.3485, 2.5184, -0.3008)
N (1.5278, 1.6926, -1.0542)
C (1.9082, 1.3134, -2.2827)
C (3.0761, 1.8269, -2.8602)
C (3.7186, 2.8335, -2.2124)
C (3.2871, 3.3268, -1.0001)
C (1.2236, 0.2870, -3.1943)
P (-0.5516, -0.1438, -2.7274)
H (3.7092, 4.2002, -0.5127)
H (3.3085, 1.5207, -3.8613)
H (4.5864, 3.2971, -2.6876)
H (1.2307, 0.6962, -4.2334)
H (1.8514, -0.6432, -3.2847)
H (-1.8955, 3.8044, -0.2615)
H (1.8394, 3.7964, 1.2974)
H (-5.4027, 1.4664, -0.3328)
O (-1.1725, 3.2003, -0.7417)
H (-1.6427, 2.9449, -1.6377)
H (-1.3142, -0.8278, -0.0545)
O (-4.6426, 0.9871, -0.7715)
H (-4.2469, 0.2923, -0.1757)
C (-1.4658, 0.7859, -3.9856)
H (-1.4459, 0.3437, -4.9800)
H (-2.5114, 0.7661, -3.6762)
H (-1.1361, 1.8210, -4.0760)
C (-0.7202, -1.8320, -3.4067)
H (-1.7712, -2.1148, -3.2596)
H (-0.5148, -1.8764, -4.4843)
H (-0.0887, -2.5632, -2.8869)
C (2.6045, 0.8404, 2.7707)
H (3.1090, 1.7408, 3.1034)
H (2.5556, 0.1192, 3.5878)
H (3.1756, 0.4119, 1.9496)
C (0.1015, 2.3703, 3.3169)
H (-0.5343, 1.6472, 3.8513)
H (0.8029, 2.8248, 4.0246)
H (-0.5538, 3.1448, 2.8904)
O (-3.5557, -1.0577, 1.3000)
S (-2.3686, -1.2759, 2.1198)
O (-2.0529, -0.3813, 3.2131)
N (-1.0722, -0.9733, 0.9620)
C (-0.1141, -2.0022, 0.8541)
S (0.9394, -1.7936, -0.4599)
C (-0.4578, -3.0988, 1.6921)
C (0.1231, -4.3749, 1.6632)
C (-0.2523, -5.2960, 2.6168)
C (-1.2873, -5.0085, 3.5329)
C (-2.0134, -3.8046, 3.4278)
C (-1.6694, -2.9055, 2.4350)
H (0.8497, -4.5583, 0.8834)
H (0.2540, -6.2495, 2.6803)
H (-1.5603, -5.7384, 4.3248)
H (-2.7984, -3.5449, 4.1420)

Values from the calculation:
relative energy (zero: lowest compared OMol25 entry of this formula, charge and spin): 123.3 kcal per mole
E_HOMO (spin up / spin down): -8.290 / -8.289 eV
E: -2791.45221 a.u.
2S+1: 1
molecular weight: 485.81 g/mol
E_LUMO (spin up / spin down): -0.176 / -0.176 hartree
net charge: +1

Atom charges from the Mulliken analysis, given in e for atoms 1 to 4: 1.18, 1.05, -1.38, 0.80

---

# C31H34AsCl3N8O3SV

C31H34AsCl3N8O3SV as an isolated structure at a distorted geometry (ωB97M-V/def2-TZVPD, the OMol25 dataset).

Cartesian coordinates (Å):
V (-0.8986, -0.2875, -0.3496)
Cl (-7.4673, 0.6608, -3.5459)
C (-5.9376, 0.7326, -2.7017)
C (-5.3004, 1.9439, -2.5343)
C (-4.0987, 1.9899, -1.8444)
Cl (-3.2944, 3.5468, -1.6952)
C (-3.4911, 0.8565, -1.2910)
O (-2.3861, 0.9070, -0.6067)
C (-4.1758, -0.3499, -1.5239)
Cl (-3.4619, -1.8279, -0.9013)
C (-5.3742, -0.4271, -2.2065)
H (-5.7227, 2.8511, -2.9458)
H (-5.8552, -1.3850, -2.3582)
O (-0.3131, -0.1149, -2.2474)
N (0.3199, -1.1133, -2.7217)
N (0.4453, -2.0516, -1.8954)
O (-0.0610, -1.9649, -0.6531)
C (1.1829, -3.2583, -2.2515)
C (1.1309, -4.3231, -1.3817)
C (1.8499, -5.4738, -1.6949)
C (2.5958, -5.5418, -2.8608)
C (2.6293, -4.4500, -3.7204)
C (1.9251, -3.2956, -3.4186)
H (0.5382, -4.2528, -0.4820)
H (1.8203, -6.3170, -1.0158)
H (3.1542, -6.4387, -3.0986)
H (3.2148, -4.4904, -4.6301)
H (1.9605, -2.4309, -4.0657)
N (-3.8233, 2.8745, 1.5474)
C (-4.8859, 2.1327, 2.0088)
C (-4.3227, 1.0719, 2.6490)
N (-2.9453, 1.1395, 2.5845)
C (-2.6825, 2.2283, 1.9186)
C (-1.3517, 2.7171, 1.5086)
N (-0.2205, 2.0502, 1.4927)
C (0.7030, 2.9144, 0.9175)
C (0.1193, 4.0969, 0.5990)
N (-1.1986, 3.9539, 0.9843)
H (-3.8991, 3.6677, 0.9371)
H (-5.9090, 2.4191, 1.8287)
H (-4.8239, 0.2614, 3.1538)
H (1.7289, 2.6183, 0.7639)
H (0.4988, 4.9995, 0.1509)
H (-1.9194, 4.6378, 0.8456)
C (-1.2455, -2.7604, 2.5983)
As (-0.5081, -1.0279, 2.1113)
C (-0.5326, -0.2317, 3.8700)
C (1.4255, -1.5016, 1.9939)
C (2.1050, -1.9329, 3.2628)
C (2.0875, -3.2716, 3.6521)
C (2.6782, -3.6827, 4.8422)
C (3.3065, -2.7556, 5.6640)
C (3.3409, -1.4177, 5.2826)
C (2.7448, -1.0147, 4.0959)
H (-0.7530, -3.1629, 3.4809)
H (-1.1426, -3.4545, 1.7642)
H (-2.3053, -2.6237, 2.8064)
H (0.0826, -0.8264, 4.5414)
H (-1.5656, -0.2125, 4.2093)
H (-0.1625, 0.7895, 3.8145)
H (1.9056, -0.6146, 1.5798)
H (1.4705, -2.2848, 1.2424)
H (1.6135, -4.0040, 3.0062)
H (2.6490, -4.7288, 5.1255)
H (3.7672, -3.0713, 6.5919)
H (3.8338, -0.6860, 5.9121)
H (2.7723, 0.0306, 3.8052)
C (4.6981, 3.3480, -2.5115)
N (3.3798, 3.0679, -3.0284)
C (2.7296, 3.9814, -3.9566)
C (1.3699, 3.3126, -4.1999)
N (1.3488, 2.2946, -3.1592)
C (2.5253, 2.1368, -2.5330)
S (2.8861, 0.9973, -1.3317)
H (5.4098, 3.4470, -3.3331)
H (5.0011, 2.5260, -1.8689)
H (4.7036, 4.2750, -1.9289)
H (3.3122, 4.0829, -4.8707)
H (2.6283, 4.9744, -3.5093)
H (1.3105, 2.8667, -5.1929)
H (0.5429, 4.0095, -4.0887)
H (0.5892, 1.6487, -2.9883)

Values from the calculation:
relative energy (zero: lowest compared OMol25 entry of this formula, charge and spin): 33.6 kcal per mole
E_HOMO (spin up / spin down): -6.621 / -7.904 eV
E: -6824.01494 a.u.
2S+1: 4
molecular weight: 830.96 g/mol
<S²>: 3.760
E_LUMO (spin up / spin down): 0.011 / 0.011 hartree
net charge: 0

Atom charges from the Mulliken analysis, given in e for atoms 1 to 4: 0.65, -0.24, 0.37, -0.74

---

# C3H4F2NPS

C3H4F2NPS as an isolated structure at a distorted geometry (ωB97M-V/def2-TZVPD, the OMol25 dataset).

Cartesian coordinates (Å):
C (-1.9745, -0.4282, 0.5537)
C (0.8600, 0.9383, 0.1619)
C (0.8743, -0.3261, 1.0629)
N (0.0038, 0.7350, -1.0998)
F (-2.0294, 0.0365, -2.4334)
F (-0.7062, -1.6697, -1.6779)
P (-1.2398, -0.2482, -1.0938)
S (-0.8512, -0.5406, 1.6961)
H (0.4001, 1.8840, 0.5448)
H (1.8900, 1.0605, -0.2122)
H (1.0948, -1.2415, 0.6188)
H (1.6782, -0.2000, 1.8789)

Values from the calculation:
relative energy (zero: lowest compared OMol25 entry of this formula, charge and spin): 50.6 kcal per mole
E_HOMO (spin up / spin down): -9.073 / -9.074 eV
E: -1110.68303 a.u.
2S+1: 1
molecular weight: 155.11 g/mol
E_LUMO (spin up / spin down): -0.053 / -0.053 hartree
net charge: 0

Atom charges from the Mulliken analysis, given in e for atoms 1 to 4: -0.22, -0.46, -0.59, -0.44

---

# C5H18O3

A 4-piece molecular cluster, C5H18O3 overall at a distorted geometry (ωB97M-V/def2-TZVPD, the OMol25 dataset).

Cartesian coordinates (Å):
C (2.8619, 0.6861, 0.3160)
C (1.8457, -0.4346, 0.1024)
C (0.7550, -0.3885, 1.1807)
C (0.3659, -1.7726, 1.7185)
C (-0.4176, 0.5462, 0.8502)
H (2.3067, 1.6437, 0.3578)
H (3.4953, 0.5461, 1.1937)
H (3.5824, 0.7088, -0.5121)
H (1.3981, -0.4472, -0.9171)
H (2.4387, -1.3443, 0.1163)
H (1.2752, 0.0376, 2.0529)
H (0.3134, -2.4817, 0.8747)
H (-0.5045, -1.8183, 2.3993)
H (1.2387, -2.1099, 2.3036)
H (-1.3435, -0.0770, 0.8676)
H (-0.4045, 0.7377, -0.2454)
H (-0.5661, 1.4103, 1.4785)
O (-2.8140, -1.7359, -0.7274)
H (-3.1981, -0.9555, -1.1819)
H (-2.0862, -1.9553, -1.3246)
O (-0.8915, 2.0374, -1.7698)
H (-0.7442, 2.6470, -2.5195)
H (-0.0855, 1.8702, -1.2689)
O (-3.1405, 0.6465, -1.9972)
H (-2.3857, 1.2026, -2.2884)
H (-3.2949, 0.8008, -1.0601)

Values from the calculation:
relative energy (zero: lowest compared OMol25 entry of this formula, charge and spin): 20.9 kcal per mole
E_HOMO: -10.592 eV
E: -426.98307 a.u.
2S+1: 1
structure (SMILES): CCC(C)C.O.O.O
molecular weight: 126.20 g/mol
E_LUMO: 0.013 hartree
net charge: 0

Atom charges from the Mulliken analysis, given in e for atoms 1 to 4: -1.31, -0.54, 0.82, -1.64

---

# C33H59BrN3O11PS

A 4-piece molecular cluster, C33H59BrN3O11PS overall at a distorted geometry (ωB97M-V/def2-TZVPD, the OMol25 dataset).

Cartesian coordinates (Å):
C (4.8521, 1.6470, -4.0950)
P (3.1050, 1.9429, -3.6377)
C (2.7231, 0.3370, -2.8214)
C (2.2296, 1.8781, -5.2388)
C (2.9537, 1.8822, -6.4536)
C (2.2949, 1.8547, -7.6942)
C (0.8968, 1.8145, -7.7252)
C (0.1585, 1.8866, -6.5369)
C (0.7993, 1.9358, -5.2725)
C (0.0503, 2.0754, -3.9752)
O (0.0276, 3.4248, -3.5355)
O (-1.3397, 3.7169, -3.1834)
C (-1.2952, 1.9377, -6.7227)
O (-2.0289, 2.6158, -6.0694)
C (-1.8403, 1.1119, -7.8313)
C (-3.1705, 0.4509, -7.6612)
C (-3.8380, 0.7431, -6.3657)
O (-4.7074, 1.4630, -6.1586)
Br (-3.1210, -0.3891, -4.9299)
C (-1.0977, 1.0223, -8.9497)
S (-1.6454, 0.2057, -10.4001)
C (0.2021, 1.7208, -9.0038)
O (0.6489, 2.1561, -10.0257)
H (5.3975, 2.5758, -4.0374)
H (5.2627, 0.9566, -3.3763)
H (4.9880, 1.2141, -5.0759)
H (2.3885, 0.5922, -1.8267)
H (3.5918, -0.3002, -2.7699)
H (1.9195, -0.1880, -3.3100)
H (4.0269, 1.8958, -6.4468)
H (2.8509, 1.8337, -8.6139)
H (0.5460, 1.5120, -3.2054)
H (-0.9563, 1.7009, -4.0401)
H (-1.4553, 4.5451, -3.6643)
H (-3.8592, 0.7053, -8.4515)
H (-2.9916, -0.6146, -7.7213)
H (-0.7863, -0.8055, -10.2830)
C (0.2976, 0.0677, 4.1722)
O (0.1492, 1.4715, 4.2497)
C (1.1962, 2.1493, 4.9194)
C (2.0367, 2.9872, 3.9774)
N (2.8563, 2.1876, 3.0714)
C (3.5246, 2.9592, 2.0265)
C (2.6853, 3.7456, 1.0236)
O (1.9910, 2.9666, 0.0706)
C (0.7606, 2.3987, 0.4782)
H (-0.6528, -0.3389, 3.8306)
H (1.0750, -0.2355, 3.4698)
H (0.5165, -0.3615, 5.1559)
H (1.8206, 1.4373, 5.4682)
H (0.7299, 2.8198, 5.6470)
H (2.7040, 3.6098, 4.5821)
H (1.3506, 3.6631, 3.4478)
H (2.2945, 1.4602, 2.6473)
H (4.1519, 2.2721, 1.4528)
H (4.1999, 3.6655, 2.5222)
H (3.3793, 4.3514, 0.4350)
H (1.9995, 4.4456, 1.5187)
H (0.2308, 3.0479, 1.1802)
H (0.8847, 1.4086, 0.9272)
H (0.1491, 2.2902, -0.4197)
C (3.7730, -5.7765, 2.5472)
O (3.9887, -5.6612, 1.1562)
C (2.9451, -6.1660, 0.3352)
C (2.1847, -5.0585, -0.3567)
N (1.3929, -4.2806, 0.5838)
C (0.7925, -3.0656, 0.0459)
C (1.7027, -1.9829, -0.5224)
O (2.4947, -1.2938, 0.4255)
C (3.7024, -1.9225, 0.8122)
H (4.7205, -5.5605, 3.0374)
H (3.0207, -5.0719, 2.9203)
H (3.4614, -6.7893, 2.8183)
H (2.2671, -6.7908, 0.9243)
H (3.4091, -6.7961, -0.4283)
H (1.5105, -5.5085, -1.0924)
H (2.9189, -4.4540, -0.9084)
H (1.9633, -4.0422, 1.3841)
H (0.2024, -2.6156, 0.8463)
H (0.0868, -3.3546, -0.7403)
H (1.0549, -1.2175, -0.9582)
H (2.3382, -2.3551, -1.3361)
H (4.1499, -2.4740, -0.0188)
H (3.5654, -2.6048, 1.6566)
H (4.3902, -1.1367, 1.1249)
C (-5.7294, -0.2103, 8.5066)
O (-6.4299, -0.7944, 7.4290)
C (-6.9845, 0.1230, 6.4965)
C (-6.2545, 0.0992, 5.1735)
N (-4.9155, 0.6577, 5.2850)
C (-4.0646, 0.4893, 4.1115)
C (-3.7395, -0.9184, 3.6285)
O (-2.8889, -1.6580, 4.4824)
C (-3.5106, -2.3079, 5.5727)
H (-5.5554, -0.9962, 9.2395)
H (-4.7605, 0.2061, 8.2077)
H (-6.3154, 0.5841, 8.9778)
H (-6.9902, 1.1332, 6.9166)
H (-8.0213, -0.1780, 6.3241)
H (-6.8234, 0.6977, 4.4550)
H (-6.2610, -0.9398, 4.8153)
H (-4.4529, 0.2586, 6.0905)
H (-3.1152, 0.9887, 4.3209)
H (-4.5272, 1.0292, 3.2788)
H (-3.1869, -0.8098, 2.6910)
H (-4.6388, -1.5033, 3.3975)
H (-4.5123, -2.6598, 5.3123)
H (-3.5771, -1.6685, 6.4579)
H (-2.8933, -3.1690, 5.8287)

Values from the calculation:
E_HOMO: -8.285 eV
E: -5597.99124 a.u.
2S+1: 1
structure (SMILES): CP(C)c1ccc2c(c1COO)C(=O)C(CC(=O)Br)=C(S)C2=O.COCCNCCOC.COCCNCCOC.COCCNCCOC
molecular weight: 816.79 g/mol
E_LUMO: -0.044 hartree
net charge: 0

Atom charges from the Mulliken analysis, given in e for atoms 1 to 4: -1.37, 0.49, -1.17, 1.17

---

Question: What is the E in the first record?
Answer: -5508.01458 a.u.

---

What did the fourth record say?
# C3H4F2NPS

C3H4F2NPS as an isolated structure at a distorted geometry (ωB97M-V/def2-TZVPD, the OMol25 dataset).

Cartesian coordinates (Å):
C (-1.9745, -0.4282, 0.5537)
C (0.8600, 0.9383, 0.1619)
C (0.8743, -0.3261, 1.0629)
N (0.0038, 0.7350, -1.0998)
F (-2.0294, 0.0365, -2.4334)
F (-0.7062, -1.6697, -1.6779)
P (-1.2398, -0.2482, -1.0938)
S (-0.8512, -0.5406, 1.6961)
H (0.4001, 1.8840, 0.5448)
H (1.8900, 1.0605, -0.2122)
H (1.0948, -1.2415, 0.6188)
H (1.6782, -0.2000, 1.8789)

Values from the calculation:
relative energy (zero: lowest compared OMol25 entry of this formula, charge and spin): 50.6 kcal per mole
E_HOMO (spin up / spin down): -9.073 / -9.074 eV
E: -1110.68303 a.u.
2S+1: 1
molecular weight: 155.11 g/mol
E_LUMO (spin up / spin down): -0.053 / -0.053 hartree
net charge: 0

Atom charges from the Mulliken analysis, given in e for atoms 1 to 4: -0.22, -0.46, -0.59, -0.44

---

Repeat the fourth record exactly.
# C3H4F2NPS

C3H4F2NPS as an isolated structure at a distorted geometry (ωB97M-V/def2-TZVPD, the OMol25 dataset).

Cartesian coordinates (Å):
C (-1.9745, -0.4282, 0.5537)
C (0.8600, 0.9383, 0.1619)
C (0.8743, -0.3261, 1.0629)
N (0.0038, 0.7350, -1.0998)
F (-2.0294, 0.0365, -2.4334)
F (-0.7062, -1.6697, -1.6779)
P (-1.2398, -0.2482, -1.0938)
S (-0.8512, -0.5406, 1.6961)
H (0.4001, 1.8840, 0.5448)
H (1.8900, 1.0605, -0.2122)
H (1.0948, -1.2415, 0.6188)
H (1.6782, -0.2000, 1.8789)

Values from the calculation:
relative energy (zero: lowest compared OMol25 entry of this formula, charge and spin): 50.6 kcal per mole
E_HOMO (spin up / spin down): -9.073 / -9.074 eV
E: -1110.68303 a.u.
2S+1: 1
molecular weight: 155.11 g/mol
E_LUMO (spin up / spin down): -0.053 / -0.053 hartree
net charge: 0

Atom charges from the Mulliken analysis, given in e for atoms 1 to 4: -0.22, -0.46, -0.59, -0.44